Entry 1:
{"formula": "C32H57N4OP2Zn", "method": "wB97M-V/def2-TZVPD", "symbols": ["H", "H", "H", "C", "H", "H", "C", "C", "H", "C", "C", "C", "C", "C", "H", "H", "C", "P", "H", "H", "N", "H", "H", "C", "H", "H", "H", "H", "H", "H", "C", "H", "H", "H", "C", "H", "C", "P", "H", "C", "C", "C", "C", "C", "H", "H", "C", "H", "H", "C", "C", "C", "H", "H", "H", "H", "H", "H", "H", "C", "H", "N", "H", "H", "C", "C", "H", "H", "C", "H", "N", "H", "H", "C", "C", "C", "H", "H", "N", "H", "H", "H", "H", "H", "H", "H", "H", "C", "O", "H", "Zn", "C", "H", "H", "H", "H", "C"], "coordinates": [[-0.242122, 4.137152, 2.062343], [1.824698, 3.754889, 5.152012], [-3.461319, -2.517262, 0.620690], [-2.344345, 1.134130, -1.875531], [-2.985601, -4.951409, 0.119252], [1.878517, 1.959832, 5.094137], [0.536886, -1.451647, -2.093706], [0.034836, -5.345031, -1.072811], [-1.263875, 3.902301, 3.484494], [5.085512, 0.371324, -1.746903], [4.035771, -1.798581, -2.576884], [-0.713922, -3.454246, 0.211502], [3.319263, -0.950530, 1.069765], [-0.988235, 3.140413, -2.557889], [2.176813, 0.064655, -3.602732], [-3.185978, 1.837836, -1.869459], [-3.376649, 0.385972, 2.155142], [2.583334, -0.236283, -0.698813], [-3.646812, -2.954946, -2.607679], [-4.615896, -0.175984, -2.872305], [-0.886891, -4.697285, -0.127600], [4.879626, 1.416056, -1.492870], [4.201952, -0.004634, 2.814139], [-2.040846, -5.471172, 0.352593], [0.200952, -4.704761, -1.953944], [-2.157740, -2.756512, -1.629471], [-1.681795, 2.331087, 1.068950], [2.044585, 4.145713, -1.456156], [-4.755051, -3.105143, -0.443929], [4.562886, 0.863652, 1.304391], [0.725815, 2.888138, 3.508824], [-1.851105, 3.446099, -3.172502], [-2.020381, -6.438159, -0.163462], [-5.548832, -1.594418, -2.365733], [4.435496, -1.973141, 0.839944], [5.828792, 0.396718, -2.559194], [0.033078, 1.568107, 3.164190], [-2.602234, 0.010109, -0.490049], [0.156472, 4.998298, 3.555247], [-3.472035, 1.087604, 0.785773], [1.242346, 2.163631, -1.214785], [-3.768157, -1.319935, -1.203819], [1.209786, 3.507794, -1.683293], [-4.277268, -2.193382, -0.042154], [5.314033, -1.555850, 0.327664], [1.572030, -0.898753, 2.432563], [3.210096, 0.380804, -3.405263], [1.574360, 3.076652, 1.501752], [-5.591158, 0.480141, 0.578287], [-4.953696, 1.368047, 0.469675], [-1.021794, 1.924321, -1.862853], [3.796873, 0.273589, 1.823948], [2.910472, 0.894072, 1.986515], [3.210699, 1.471871, -3.285436], [2.349683, 4.141986, 2.731939], [3.320135, 2.172369, -0.722584], [-3.175939, 3.048795, 1.674278], [2.689139, 2.386873, 2.695139], [-2.501915, -1.628662, -2.977299], [1.237082, 2.846797, 4.958088], [4.056974, -2.840267, 0.279910], [0.052405, 1.442886, -1.202241], [-2.406213, 0.569775, -2.813439], [3.106163, -2.253391, -2.936551], [-2.748951, 2.447779, 0.854453], [-4.953267, -0.743600, -1.994551], [-4.031274, -0.498225, 2.193413], [-0.430364, -6.286824, -1.382586], [-0.224029, 4.040987, 3.160269], [-1.996049, -5.625574, 1.442785], [-0.050789, 0.834631, 2.224462], [0.099406, 4.974519, -2.806514], [-5.109122, 1.806249, -0.527484], [2.478935, 1.499807, -0.935324], [-2.953033, -2.214660, -2.162502], [2.245635, -1.625223, 1.952945], [4.776442, -2.341969, 1.825592], [1.632791, -2.340136, 1.393048], [-0.463904, -2.318800, 0.446647], [-5.025661, -1.687572, 0.586113], [3.787113, 0.151312, -4.317541], [-2.341935, 0.087438, 2.380365], [-5.331420, 2.104757, 1.200349], [-2.857731, 3.033274, -0.069187], [5.562881, -0.093834, -0.876913], [2.762833, -2.178285, 2.760422], [4.769016, -1.876102, -3.392932], [3.822898, -0.347407, -2.188122], [0.452511, -2.160285, -2.990257], [-5.624830, -0.113650, -1.396871], [-0.284602, -0.295037, 0.121747], [1.916397, 3.137051, 2.547395], [1.009895, -5.543913, -0.599474], [0.437713, 2.802632, 5.707812], [4.400002, -2.413312, -1.754143], [-3.710439, 1.090670, 2.938416], [0.123176, 3.974197, -2.385643]], "atomic_forces_ev_per_a": [[-0.13, 0.01, 0.37], [-0.10, -0.30, -0.05], [-0.12, 0.10, -0.16], [0.32, 0.56, -0.50], [0.38, -0.23, 0.01], [-0.14, 0.41, -0.01], [-1.96, -1.19, -1.83], [0.65, 0.22, -0.27], [0.30, 0.04, 0.18], [0.75, 0.11, -0.17], [0.40, -0.44, -0.22], [0.97, 2.88, 0.42], [0.49, 0.66, -0.87], [-1.03, -1.02, 0.15], [0.17, 0.08, 0.08], [0.22, -0.04, -0.27], [-0.06, 0.05, 0.05], [0.12, -0.36, 0.46], [0.37, 0.33, 0.15], [-0.10, -0.10, 0.22], [-0.35, -0.37, -0.01], [0.07, -0.28, -0.11], [-0.11, 0.03, -0.22], [-0.52, 0.16, 0.40], [-0.13, -0.28, 0.31], [-0.24, 0.20, -0.27], [-0.13, 0.04, -0.15], [0.32, 0.09, -0.18], [0.12, 0.35, 0.06], [-0.20, -0.15, 0.01], [0.02, 0.69, 0.83], [0.49, -0.15, 0.52], [-0.10, 0.34, 0.29], [0.16, 0.26, 0.06], [0.09, -0.05, 0.17], [-0.14, -0.11, 0.11], [1.44, -1.42, -5.47], [-0.57, 0.04, 0.22], [-0.09, -0.49, 0.00], [-0.48, 0.01, 0.07], [1.42, -1.85, 0.18], [0.16, 0.03, 0.36], [-0.81, 0.60, -0.12], [-0.16, -0.18, 0.16], [-0.38, -0.22, 0.13], [0.23, -0.24, -0.24], [-0.05, 0.16, -0.07], [0.22, 0.02, 0.34], [0.24, 0.21, -0.09], [-0.20, 0.20, 0.22], [-0.10, 0.90, -0.64], [0.16, 0.07, 0.41], [0.43, -0.12, -0.12], [-0.04, -0.38, 0.02], [-0.42, -0.56, 0.06], [-0.32, -0.27, -0.36], [0.02, -0.27, -0.22], [0.04, 0.38, 0.08], [-0.10, -0.28, 0.20], [-0.05, 0.06, 0.08], [0.20, 0.17, 0.13], [-0.77, -0.25, 0.59], [0.04, 0.01, 0.13], [0.10, 0.11, 0.02], [0.18, 0.05, -0.01], [-0.18, -0.03, -0.06], [0.28, 0.26, 0.05], [0.26, 0.33, 0.02], [-0.73, 0.27, -0.11], [0.07, -0.03, -0.43], [-0.46, 1.70, 3.61], [0.15, -0.07, 0.11], [0.10, -0.14, 0.27], [-1.88, 1.99, 1.94], [-0.05, 0.05, 0.06], [0.00, -0.03, -0.37], [-0.07, 0.10, -0.35], [0.28, 0.09, 0.18], [-0.66, -3.23, -0.34], [0.24, -0.09, -0.27], [-0.02, -0.09, 0.37], [-0.45, 0.05, 0.00], [0.17, -0.21, -0.22], [0.05, -0.18, 0.25], [-0.08, 0.06, -0.27], [-0.21, 0.26, -0.29], [-0.12, 0.01, 0.13], [-0.33, -0.50, 0.48], [0.83, 0.85, 1.14], [0.32, -0.28, -0.26], [0.71, 0.93, -0.81], [0.05, -0.51, -0.11], [-0.39, -0.02, -0.14], [0.05, 0.00, -0.26], [0.06, 0.07, -0.03], [0.11, -0.31, -0.25], [0.68, -0.27, 0.38]], "mulliken_charge": [0.33, 0.39, 0.37, -1.88, 0.23, 0.38, -0.05, -0.74, 0.34, -1.32, -1.54, 0.10, 2.23, -0.89, 0.20, 0.62, -1.46, 0.28, 0.63, 0.31, 0.11, 0.27, 0.48, -0.66, 0.25, -0.10, -0.03, 0.56, 0.53, 0.29, 2.31, 0.48, 0.29, 0.52, -1.85, 0.46, -0.53, 0.59, 0.47, 2.03, 0.13, 2.11, -1.30, -1.89, 0.32, 0.08, -1.56, 0.18, 0.37, -1.95, 0.32, -1.70, -0.24, 0.24, 0.53, 0.40, 0.67, 0.56, 0.31, -1.74, 0.30, 1.27, 0.80, 0.16, -1.64, -1.70, 0.29, 0.32, -1.62, 0.30, -0.66, 0.46, 0.34, -1.00, -1.33, -1.68, 0.55, 0.20, -0.39, 0.25, 0.57, 0.10, 0.50, 0.22, 0.14, 0.60, 0.50, 1.53, -0.32, 0.31, 1.72, -1.50, 0.30, 0.41, 0.27, 0.48, -0.90], "charge": 1, "mol_weight_da": 641.2, "homo_lumo_gap_ev": 5.84}

Entry 2:
{"formula": "C5H13NO", "method": "wB97M-V/def2-TZVPD", "symbols": ["H", "H", "C", "H", "H", "H", "C", "H", "N", "C", "H", "H", "C", "H", "H", "H", "H", "C", "O", "H"], "coordinates": [[-1.322827, 1.709783, 1.015499], [-1.827249, -1.401817, 0.836747], [2.238224, -0.231190, 0.235833], [-2.772284, 0.641348, -0.828578], [3.495924, 1.103895, -0.819211], [-1.625189, -1.436870, -0.980428], [-0.472002, 0.072710, -0.012687], [2.832487, -1.137476, 0.296667], [-0.584889, 1.012226, 1.084907], [-1.729570, -0.819283, -0.065039], [0.693581, -1.476152, 1.015501], [1.720614, 1.296924, -1.287492], [2.574511, 0.602265, -0.978239], [0.863209, -1.710036, -0.571928], [-0.248124, 0.792717, -0.985042], [2.660121, -0.048179, -1.818929], [2.094578, 0.540641, 1.255672], [0.836258, -0.818405, 0.094973], [-2.929443, -0.041998, -0.223019], [0.280401, 1.539041, 1.412281]], "atomic_forces_ev_per_a": [[0.10, -0.54, -0.29], [0.01, -0.14, 0.22], [-2.78, 2.53, 1.80], [0.43, 1.40, -1.46], [0.73, 0.81, -0.18], [0.00, -0.21, 0.66], [2.27, 1.62, -1.76], [0.78, 0.52, 0.78], [1.31, 1.00, 1.92], [0.38, 1.35, -2.09], [-0.04, 1.12, -0.36], [1.34, -0.54, 0.78], [-1.55, 0.51, -0.07], [-0.32, 1.12, -0.75], [-1.24, -2.21, 1.38], [0.34, -0.59, -0.77], [1.32, -2.53, -2.62], [-1.54, -2.19, 1.98], [-0.11, -1.71, 1.88], [-1.44, -1.30, -1.04]], "mulliken_charge": [0.23, 0.33, -0.22, 0.31, 0.36, 0.25, 0.71, 0.29, -0.61, -0.48, 0.32, 0.22, -1.09, 0.44, -0.05, 0.31, 0.18, -1.18, -0.52, 0.19], "charge": 0, "smiles": "CCC[C@H](N)CO", "mol_weight_da": 103.2, "homo_lumo_gap_ev": 9.87, "relative_energy_kcal_mol": 54.9}